Record 1
# C2H3N2O4

A 2-piece molecular cluster, C2H3N2O4 overall at a distorted geometry (ωB97M-V with the def2-TZVPD basis set, OMol25).

HOMO (spin up / spin down) = -4.49 / -4.62 eV
Kohn-Sham gap (spin up / spin down) = 8.66 / 5.69 eV
⟨S²⟩ = 2.009
net charge = -1
LUMO energy (spin up / spin down) = 4.2 / 1.1 eV
energy above the lowest of the compared OMol25 structures with the same formula, charge and spin = 0.0000 eV
spin multiplicity = 3

CARTESIAN COORDINATES (ANGSTROEM)
C  -1.922  -0.263  -0.306
C  -0.562  -0.158  0.338
N  -0.236  0.772  1.044
N  2.008  -0.590  -0.573
O  -1.787  -0.685  -1.484
O  2.499  -0.498  -1.664
O  -2.959  0.131  0.225
O  2.293  0.503  0.328
H  0.213  -0.880  -0.024
H  1.492  0.383  0.802
H  -1.039  1.285  1.314

Atoms 1-2, force components in eV/Å:
-0.3 -0.9 -2.2
-1.2 -3.5 -2.3

***

Record 2
# C32H34BrFN4NiS

C32H34BrFN4NiS as an isolated structure at a distorted geometry (ωB97M-V with the def2-TZVPD basis set, OMol25).

HOMO (spin up / spin down) = -6.78 / -6.74 eV
Kohn-Sham gap (spin up / spin down) = 6.99 / 6.94 eV
⟨S²⟩ = 2.007
net charge = 0
LUMO energy (spin up / spin down) = 0.2 / 0.2 eV
spin multiplicity = 3

CARTESIAN COORDINATES (ANGSTROEM)
Ni  -0.273  0.270  0.607
Br  -0.090  2.778  0.095
C  -2.014  2.895  0.133
C  -2.625  3.945  -0.493
C  -4.022  4.053  -0.431
C  -4.749  3.133  0.273
C  -4.124  2.041  0.911
C  -4.862  1.091  1.639
C  -4.234  0.018  2.205
C  -2.854  -0.176  2.045
C  -2.064  0.728  1.360
C  -2.712  1.874  0.813
H  -2.042  4.681  -1.024
H  -4.502  4.876  -0.940
H  -5.825  3.223  0.354
H  -5.928  1.221  1.742
H  -4.806  -0.701  2.773
H  -2.416  -1.061  2.491
C  3.423  -0.609  2.807
C  3.077  0.857  2.526
C  1.659  1.183  3.007
C  3.293  1.279  1.084
C  4.192  2.307  0.845
C  4.415  2.795  -0.429
C  3.703  2.271  -1.487
C  2.768  1.269  -1.299
C  2.002  0.729  -2.489
C  2.960  0.004  -3.438
C  1.291  1.855  -3.246
C  2.573  0.748  -0.008
N  1.585  -0.201  0.223
C  1.829  -1.518  0.280
C  2.906  -2.177  -0.348
C  2.989  -3.553  -0.330
C  2.052  -4.326  0.344
C  1.018  -3.707  1.037
C  0.931  -2.344  0.995
F  -0.014  -1.688  1.741
H  3.572  -0.743  3.876
H  4.334  -0.907  2.289
H  2.626  -1.277  2.502
H  3.769  1.465  3.124
H  0.888  0.716  2.365
H  1.500  2.259  2.995
H  1.508  0.811  4.019
H  4.727  2.738  1.680
H  5.128  3.589  -0.595
H  3.870  2.651  -2.482
H  1.249  0.009  -2.142
H  3.772  0.668  -3.730
H  2.436  -0.319  -4.336
H  3.389  -0.873  -2.961
H  2.015  2.545  -3.673
H  0.644  2.422  -2.582
H  0.693  1.447  -4.059
H  3.642  -1.579  -0.866
H  3.810  -4.031  -0.848
H  2.130  -5.401  0.353
H  0.303  -4.274  1.609
C  -4.395  -3.548  0.602
C  -3.167  -3.859  -0.259
C  -2.599  -2.610  -0.822
N  -1.567  -2.007  -0.387
N  -1.275  -0.847  -0.990
C  -2.104  -0.552  -1.954
N  -1.992  0.495  -2.789
S  -3.374  -1.742  -2.160
H  -4.758  -4.456  1.077
H  -5.194  -3.132  -0.009
H  -4.141  -2.834  1.381
H  -3.450  -4.535  -1.068
H  -2.400  -4.334  0.355
H  -1.298  1.193  -2.570
H  -2.802  0.790  -3.310

Atoms 1-2, force components in eV/Å:
-0.2 -0.3 0.0
-0.3 0.2 -0.2

***

Record 3
# C16H38AsIrN6O5Si2

C16H38AsIrN6O5Si2 as an isolated structure at a distorted geometry (ωB97M-V with the def2-TZVPD basis set, OMol25).

HOMO (spin up / spin down) = -10.74 / -10.72 eV
Kohn-Sham gap (spin up / spin down) = 8.23 / 6.22 eV
⟨S²⟩ = 0.756
net charge = +1
LUMO energy (spin up / spin down) = -2.5 / -4.5 eV
energy above the lowest of the compared OMol25 structures with the same formula, charge and spin = 0.6378 eV
spin multiplicity = 2

CARTESIAN COORDINATES (ANGSTROEM)
Ir  -0.348  0.940  -0.166
N  -2.009  2.213  -0.210
C  -1.662  3.458  0.516
C  -0.565  3.195  1.541
O  -0.164  4.084  2.276
N  -0.088  1.932  1.509
C  1.038  1.553  2.346
C  1.843  0.491  1.603
O  2.990  0.224  1.858
O  1.172  -0.154  0.642
H  -2.283  2.382  -1.174
H  -2.766  1.727  0.258
H  -2.523  3.882  1.035
H  -1.308  4.208  -0.191
H  0.711  1.137  3.302
H  1.681  2.402  2.583
N  1.363  2.104  -0.760
C  1.295  2.721  -2.100
C  2.665  3.037  -2.718
C  3.770  1.971  -2.698
C  3.696  0.896  -3.778
N  2.556  -0.009  -3.611
C  2.355  -0.751  -2.531
N  1.145  -1.260  -2.302
N  3.350  -1.001  -1.675
C  0.360  1.865  -2.979
O  0.469  1.889  -4.195
O  -0.534  1.202  -2.331
H  1.511  2.791  -0.024
H  2.132  1.440  -0.711
H  0.792  3.688  -2.007
H  3.063  3.905  -2.187
H  2.471  3.356  -3.743
H  3.851  1.506  -1.712
H  4.719  2.491  -2.847
H  4.623  0.318  -3.814
H  3.573  1.356  -4.756
H  1.735  0.240  -4.157
H  0.353  -0.849  -2.783
H  0.951  -1.700  -1.414
H  4.301  -0.782  -1.910
H  3.182  -1.516  -0.826
C  -0.729  -4.085  1.661
Si  -1.570  -3.327  0.197
C  -0.647  -3.809  -1.342
C  -3.337  -3.835  0.006
As  -1.651  -0.969  0.576
Si  -2.341  -0.812  2.862
C  -2.945  0.924  3.112
C  -3.757  -1.990  3.123
C  -0.948  -1.262  3.997
H  -0.520  -5.136  1.443
H  -1.348  -4.046  2.558
H  0.217  -3.586  1.883
H  -0.838  -4.872  -1.515
H  0.435  -3.700  -1.237
H  -0.980  -3.272  -2.231
H  -3.382  -4.923  -0.088
H  -3.774  -3.396  -0.893
H  -3.954  -3.543  0.854
H  -3.828  1.123  2.499
H  -2.170  1.651  2.872
H  -3.230  1.070  4.157
H  -4.563  -1.835  2.405
H  -4.166  -1.828  4.124
H  -3.443  -3.034  3.064
H  -0.050  -0.671  3.834
H  -0.671  -2.310  3.890
H  -1.277  -1.104  5.028

Atoms 1-2, force components in eV/Å:
0.1 0.7 -0.1
0.0 0.2 -0.7

***

Record 4
# C6H10N2

One molecule with the formula C6H10N2 at a distorted geometry (ωB97M-V with the def2-TZVPD basis set, OMol25).

HOMO = -7.89 eV
Kohn-Sham gap = 8.96 eV
net charge = 0
LUMO energy = 1.1 eV
energy above the lowest of the compared OMol25 structures with the same formula, charge and spin = 5.0249 eV
SMILES = C=NN(C)[C@H]1CC1=C

CARTESIAN COORDINATES (ANGSTROEM)
C  0.027  -2.473  -0.438
N  0.548  -1.351  -0.697
N  0.795  -0.506  0.345
C  0.380  -0.465  1.736
C  0.833  0.956  -0.175
C  0.605  1.277  -1.565
C  -0.525  1.412  -0.621
C  -1.766  1.487  -0.265
H  0.193  -3.197  -1.185
H  -0.536  -2.706  0.519
H  1.365  -0.608  2.321
H  -0.214  0.410  1.990
H  -0.257  -1.356  1.976
H  1.311  1.588  0.519
H  0.586  0.543  -2.286
H  1.097  2.153  -1.952
H  -1.891  1.323  0.779
H  -2.554  1.512  -1.001

Atoms 1-2, force components in eV/Å:
-1.1 -0.2 1.4
0.6 0.1 1.7

***

Record 5
# C7H23NO5

A 6-piece molecular cluster, C7H23NO5 overall at a distorted geometry (ωB97M-V with the def2-TZVPD basis set, OMol25).

HOMO = -8.93 eV
Kohn-Sham gap = 9.55 eV
net charge = 0
LUMO energy = 0.6 eV
energy above the lowest of the compared OMol25 structures with the same formula, charge and spin = 2.9137 eV
SMILES = C=C/C=C/C[C@H](C)N.O.O.O.O.O

CARTESIAN COORDINATES (ANGSTROEM)
C  -3.121  0.178  -2.460
C  -2.221  -0.743  -2.249
C  -1.866  -1.249  -0.810
C  -0.651  -1.520  -0.290
C  -0.517  -2.216  0.938
C  0.407  -1.380  2.012
C  1.320  -2.341  2.731
N  -0.425  -0.495  2.891
H  -3.672  0.723  -1.617
H  -3.424  0.184  -3.527
H  -1.841  -1.482  -3.012
H  -2.757  -1.379  -0.265
H  0.253  -1.313  -0.879
H  -1.484  -2.489  1.423
H  -0.125  -3.248  0.902
H  0.961  -0.588  1.385
H  2.047  -2.827  2.056
H  0.748  -3.034  3.253
H  2.029  -1.842  3.377
H  0.096  0.151  3.493
H  -1.221  -0.956  3.128
O  2.192  2.760  0.612
H  2.570  3.407  0.013
H  2.545  1.873  0.209
O  -1.848  1.896  0.760
H  -1.407  2.780  0.825
H  -1.512  1.235  1.439
O  -0.088  1.543  -1.180
H  -0.784  1.422  -0.652
H  0.376  2.194  -0.694
O  3.014  2.643  -1.758
H  2.996  1.725  -2.070
H  2.475  3.087  -2.348
O  1.972  0.336  -2.403
H  1.198  0.683  -1.939
H  1.762  0.278  -3.297

Atoms 1-2, force components in eV/Å:
-1.6 0.5 -0.6
1.8 -2.8 2.4

***

Record 6
# C20H17IrN6O5S2

C20H17IrN6O5S2 as an isolated structure (ωB97M-V with the def2-TZVPD basis set, OMol25).

HOMO (spin up / spin down) = -15.83 / -16.96 eV
Kohn-Sham gap (spin up / spin down) = 7.33 / 5.70 eV
⟨S²⟩ = 8.808
net charge = +3
LUMO energy (spin up / spin down) = -8.5 / -11.3 eV
energy above the lowest of the compared OMol25 structures with the same formula, charge and spin = 0.0000 eV
spin multiplicity = 6

CARTESIAN COORDINATES (ANGSTROEM)
Ir  -0.653  0.685  0.487
N  1.265  3.954  0.999
C  -0.036  3.954  1.182
N  -0.795  2.867  1.234
C  -2.083  3.197  1.549
C  -2.314  4.563  1.720
S  -0.907  5.452  1.465
C  -3.064  2.165  1.579
C  -4.375  2.293  2.001
S  -5.206  0.823  1.865
C  -3.762  0.078  1.208
N  -2.715  0.901  1.145
N  -3.743  -1.173  0.805
H  1.753  3.078  0.889
H  1.737  4.798  0.705
H  -3.249  5.050  1.950
H  -4.861  3.172  2.394
H  -4.575  -1.743  0.834
H  -2.906  -1.529  0.341
O  -1.125  -1.581  -0.293
C  -0.168  -1.950  0.433
O  0.485  -1.117  1.134
C  0.231  -3.399  0.484
C  -0.332  -4.284  -0.489
C  -0.042  -5.623  -0.531
C  0.838  -6.070  0.454
O  1.284  -7.288  0.664
C  2.161  -7.250  1.793
O  2.187  -5.882  2.226
C  1.400  -5.193  1.427
C  1.107  -3.828  1.455
H  -1.006  -3.852  -1.216
H  -0.457  -6.300  -1.265
H  3.162  -7.538  1.475
H  1.744  -7.865  2.590
H  1.532  -3.161  2.191
N  1.761  4.848  -3.950
C  1.406  4.389  -2.752
O  0.947  5.076  -1.845
C  1.612  2.918  -2.458
C  2.752  2.183  -2.752
C  2.894  0.918  -2.194
C  1.914  0.434  -1.350
N  0.797  1.131  -1.080
C  0.649  2.336  -1.646
H  1.655  5.833  -4.140
H  2.030  4.238  -4.703
H  3.535  2.599  -3.374
H  3.776  0.323  -2.383
H  2.010  -0.518  -0.845
H  -0.252  2.885  -1.413

Atoms 1-2, force components in eV/Å:
0.1 -0.1 0.2
0.0 0.0 -0.1

***

Record 7
# C20H19Cl2

An isolated ion of composition C20H19Cl2 and charge +1 at a distorted geometry (ωB97M-V with the def2-TZVPD basis set, OMol25).

HOMO = -10.58 eV
Kohn-Sham gap = 4.34 eV
net charge = +1
LUMO energy = -6.2 eV
energy above the lowest of the compared OMol25 structures with the same formula, charge and spin = 0.0000 eV

CARTESIAN COORDINATES (ANGSTROEM)
C  1.950  -4.718  3.570
C  0.956  -3.791  2.993
C  1.279  -2.832  2.069
C  0.330  -1.923  1.653
C  0.621  -0.781  0.745
H  1.441  -5.458  4.194
H  2.515  -5.245  2.789
H  2.668  -4.174  4.200
H  -0.079  -3.878  3.328
H  2.298  -2.793  1.650
H  -0.678  -2.001  2.061
H  1.071  0.030  1.344
H  1.398  -1.107  0.037
Cl  -4.494  1.525  4.255
C  -3.448  1.049  2.988
C  -3.424  -0.287  2.563
C  -2.577  -0.652  1.510
C  -1.664  0.259  0.974
C  -0.574  -0.237  -0.009
C  -0.133  0.811  -1.016
C  0.429  0.516  -2.208
C  0.840  1.511  -3.188
C  1.257  1.114  -4.481
C  1.749  2.037  -5.400
C  1.816  3.396  -5.046
Cl  2.489  4.529  -6.132
C  1.339  3.828  -3.799
C  0.843  2.895  -2.886
C  -1.696  1.583  1.407
C  -2.611  1.996  2.386
H  -4.055  -1.023  3.051
H  -2.600  -1.677  1.134
H  -1.000  -1.066  -0.598
H  -0.324  1.849  -0.750
H  0.575  -0.533  -2.490
H  1.197  0.059  -4.748
H  2.089  1.723  -6.383
H  1.368  4.885  -3.548
H  0.480  3.235  -1.917
H  -0.992  2.310  1.005
H  -2.649  3.037  2.691

Atoms 1-2, force components in eV/Å:
-0.5 -0.5 0.3
0.3 -0.1 0.1